[1]
39
Properties=species:S:1:pos:R:3:forces:R:3:nbo_charge:R:1 method="wB97M-V/def2-TZVPD" orbital_gap_ev=10.76 e_lumo_ha=0.017 e_tot_ev=-50008.859 e_homo_ha=-0.3784
C -1.243032 -0.539612 0.429577 0.1 0.2 0.2 -0.643
C -0.720069 -1.679040 1.280376 -0.2 -0.1 -0.2 -0.067
O 0.391059 -1.283065 2.101318 -0.4 0.3 -0.3 -0.813
P 0.143264 -0.374779 3.383133 2.7 -1.6 0.7 2.577
O -0.842380 -0.914842 4.316856 -1.0 1.0 -0.4 -1.085
O 1.619255 -0.523168 4.009265 -0.1 0.3 -0.2 -0.842
C 1.810680 -0.785174 5.400868 0.1 -0.1 0.3 -0.057
C 2.187609 -2.234126 5.622298 0.1 -0.1 -0.2 -0.629
O 0.175758 1.114293 2.892687 -1.0 0.2 0.1 -0.831
C 1.362144 1.850256 2.543128 0.1 0.4 -0.2 -0.045
C 2.061850 1.329088 1.309861 0.0 -0.2 0.0 -0.643
H -1.671885 0.249780 1.049540 -0.1 0.0 0.0 0.214
H -2.016793 -0.895807 -0.251395 0.0 0.0 0.0 0.214
H -0.440276 -0.092622 -0.154839 0.0 -0.1 -0.1 0.223
H -1.509625 -2.092015 1.912126 0.1 0.0 0.1 0.191
H -0.347927 -2.484266 0.648539 0.1 0.0 0.1 0.186
H 0.917373 -0.525900 5.968864 -0.1 0.0 -0.1 0.196
H 2.616566 -0.127505 5.733971 0.0 0.0 -0.1 0.173
H 1.469917 -2.893220 5.133793 -0.1 0.0 0.1 0.221
H 2.211594 -2.467466 6.687508 0.0 0.0 0.0 0.211
H 3.170811 -2.443948 5.198638 0.0 0.0 0.0 0.206
H 2.034283 1.896674 3.398840 0.0 -0.2 0.1 0.189
H 1.010100 2.865929 2.365440 -0.1 -0.1 0.0 0.188
H 2.541865 0.369385 1.498046 0.0 0.0 0.0 0.225
H 2.830174 2.043529 1.011439 0.0 0.0 0.0 0.217
H 1.361254 1.203655 0.484907 0.0 0.1 0.0 0.220
C -3.187818 0.724970 -6.339244 0.1 0.7 -0.2 -0.650
C -1.764374 0.743806 -6.923957 -0.3 -0.5 -0.5 -0.076
O -0.802937 0.027014 -6.164039 0.0 0.3 0.2 -0.836
P -0.419959 0.572322 -4.622379 0.0 -0.1 -0.7 1.047
Cl 0.102087 1.270788 -2.588600 0.0 0.1 0.1 -0.508
H -3.621307 1.723884 -6.440252 -0.1 -0.1 0.0 0.216
H -3.840049 0.055696 -6.897109 0.1 -0.2 0.3 0.221
H -3.207348 0.496278 -5.273991 0.0 -0.2 -0.1 0.209
H -1.799183 0.242053 -7.892827 0.1 0.1 0.0 0.198
H -1.429322 1.764530 -7.142360 0.1 0.0 0.3 0.168
H -1.065487 1.796570 -4.793239 0.0 0.0 0.2 -0.010
H 0.941445 0.531686 -4.886976 0.0 -0.1 0.1 0.017
H -1.029316 -0.515627 -4.009812 0.0 0.1 0.1 0.009

---

[2]
41
Properties=species:S:1:pos:R:3:forces:R:3:nbo_charge:R:1 method="wB97M-V/def2-TZVPD" orbital_gap_ev=10.53 total_charge=+1 e_lumo_ha=-0.090 e_tot_ev=-29056.803 e_homo_ha=-0.4768 e_above_lowest_kcal_mol=2.0
Ag -0.069917 0.266067 -0.042288 0.1 0.0 -0.3 0.897
C 1.767960 2.555632 0.706898 0.2 0.5 0.4 -0.099
C 0.461453 3.193341 1.134541 -0.1 -0.3 0.2 -0.097
O -0.628509 2.738947 0.309889 0.5 0.6 0.2 -0.755
O 1.809586 1.199819 1.151058 -0.1 0.2 0.3 -0.761
H 2.568444 3.137869 1.174305 0.0 -0.1 0.0 0.192
H 1.911368 2.616251 -0.375125 -0.2 0.0 0.0 0.186
H 0.563501 4.280443 1.136571 0.0 0.0 -0.4 0.196
H 0.236610 2.930195 2.174583 0.2 -0.2 0.0 0.181
H -1.253070 3.471296 0.263644 -0.2 -0.3 -0.2 0.494
H 2.716538 0.881567 1.166217 0.0 0.0 -0.2 0.494
C -2.801787 -0.269590 -1.234412 -0.8 -0.3 0.3 -0.085
C -3.694025 0.609924 -0.374774 -0.3 0.2 0.6 -0.086
O -4.604233 -0.195499 0.371744 0.3 -0.4 -0.5 -0.725
O -1.761657 0.496392 -1.815697 0.6 -0.1 0.2 -0.765
H -3.373789 -0.816285 -1.986977 0.0 0.1 0.0 0.189
H -2.353670 -1.015328 -0.573193 0.2 0.0 -0.2 0.182
H -4.246282 1.317984 -1.004048 0.1 0.1 0.0 0.165
H -3.068012 1.140167 0.353164 0.2 0.2 -0.4 0.171
H -5.029533 0.344519 1.039888 -0.1 0.1 0.0 0.479
H -2.033467 1.000569 -2.586503 -0.2 -0.1 0.0 0.497
C -1.399144 -1.322008 2.404552 -0.1 -0.4 0.5 -0.100
C -0.283328 -2.265807 1.994940 -0.1 -0.1 0.2 -0.096
O -0.066296 -2.125710 0.574795 0.1 0.0 0.5 -0.762
O -1.030295 0.043465 2.242636 -0.2 -0.1 -0.7 -0.765
H -1.691287 -1.471962 3.446697 0.2 -0.3 -0.1 0.197
H -2.282411 -1.577655 1.810640 0.0 0.4 -0.2 0.200
H -0.568463 -3.300053 2.206982 -0.2 0.1 0.0 0.192
H 0.636226 -2.065308 2.553341 0.0 0.2 -0.1 0.179
H 0.725094 -2.636052 0.369210 -0.1 0.1 -0.2 0.490
H -0.972365 0.498968 3.082244 0.0 -0.1 0.2 0.499
C 3.177001 -2.151221 -2.365291 0.0 0.1 -0.1 -0.091
C 3.178267 -1.000542 -1.377383 -0.1 0.0 -0.4 -0.089
O 2.042565 -0.149815 -1.517257 -0.5 0.0 0.2 -0.768
O 3.312486 -1.704054 -3.699501 0.2 0.3 0.0 -0.716
H 2.263097 -2.745232 -2.288275 0.0 0.0 0.3 0.169
H 4.033997 -2.780249 -2.114907 0.0 -0.1 -0.2 0.189
H 4.075576 -0.388040 -1.491905 0.2 -0.2 0.0 0.186
H 3.161779 -1.427170 -0.372362 -0.1 0.2 0.1 0.171
H 2.112904 0.383755 -2.314834 0.2 -0.2 -0.1 0.491
H 2.457106 -1.699593 -4.133822 0.0 -0.1 0.0 0.477

---

[3]
38
Properties=species:S:1:pos:R:3:forces:R:3:lowdin_spin:R:1 method="wB97M-V/def2-TZVPD" orbital_gap_ev="5.02 / 5.06" total_charge=+1 e_lumo_ha="-0.112 / -0.109" e_tot_ev=-59084.852 e_homo_ha="-0.2966 / -0.2953" multiplicity=4
Er -0.771575 0.289157 1.166586 2.2 -1.5 0.1 3.124
H 0.069109 1.520106 -2.237394 -0.4 -0.2 0.7 -0.001
H 1.721625 2.721176 0.955986 -0.7 0.3 0.2 -0.014
P -1.164446 0.885735 -2.465132 0.4 -0.5 0.0 0.000
P 1.656875 -1.299291 1.038160 -1.5 1.3 2.5 -0.012
C 1.688881 -2.378595 2.470610 1.2 -0.9 0.5 0.003
H 2.755810 -2.620959 2.580865 -0.2 -0.5 0.5 0.000
H 1.337930 -1.859785 3.371212 0.0 -0.1 -0.4 0.001
H 1.110535 -3.295340 2.309083 0.1 0.2 0.1 0.000
C 2.500914 -2.242832 -0.239985 0.1 -0.3 -0.1 -0.002
H 2.995032 -1.544305 -0.922216 -0.1 -0.2 0.0 0.000
H 3.250280 -2.863763 0.260915 0.0 0.0 -0.3 0.000
H 1.813560 -2.882504 -0.803049 0.1 0.1 0.1 -0.001
C 2.896990 -0.048353 1.446080 0.5 0.0 0.1 -0.002
H 2.500228 0.698186 2.145501 0.2 -0.4 -0.2 0.000
H 3.712793 -0.612456 1.920619 0.2 0.4 -0.2 -0.001
H 3.235604 0.441738 0.523711 0.0 -0.1 0.4 0.000
C -0.785969 -0.496123 -3.548128 -0.1 -0.1 -0.1 -0.002
H -1.625537 -0.574408 -4.251010 0.3 -0.2 0.1 0.000
H 0.154888 -0.308262 -4.082739 -0.4 -0.1 0.1 0.000
H -0.690219 -1.416009 -2.960649 0.0 0.2 -0.1 -0.001
C -2.111541 0.235407 -1.040352 -1.2 0.5 -0.5 0.005
H -2.336243 1.030481 -0.264496 0.1 -0.6 -1.0 0.000
H -3.119859 -0.069897 -1.396048 0.5 0.4 0.0 -0.001
H -1.647246 -0.733692 -0.668559 0.2 0.8 -0.3 0.004
C -2.083550 2.105003 -3.408853 -0.3 0.4 -0.2 0.001
H -1.383568 2.700450 -4.017678 -0.1 -0.3 0.3 0.000
H -2.783149 1.615912 -4.096002 0.0 0.1 0.3 0.000
H -2.619623 2.797924 -2.747169 0.1 -0.2 -0.2 0.000
C -2.155646 -1.436414 2.402338 -1.8 -2.4 1.6 0.053
O -2.788519 -2.199249 2.999253 2.0 2.4 -1.8 0.033
H 0.524297 -0.886223 0.036918 -1.3 0.7 -2.4 -0.009
B -1.426577 2.184689 2.544347 0.4 0.5 0.8 -0.015
C -0.119503 2.289520 1.768280 -0.1 1.9 0.5 -0.102
N 0.873398 2.146304 1.061781 0.4 -2.0 -1.4 -0.054
H -1.447930 3.089357 3.324107 -1.1 -0.4 0.4 -0.010
H -1.372011 1.004399 3.100679 0.1 0.5 0.1 0.001
H -2.366039 2.012916 1.722428 0.2 0.1 0.0 -0.002

---

[4]
52
Properties=species:S:1:pos:R:3:forces:R:3:nbo_charge:R:1 method="wB97M-V/def2-TZVPD" orbital_gap_ev=7.77 total_charge=+1 e_lumo_ha=-0.143 e_tot_ev=-41855.250 e_homo_ha=-0.4288
Be -0.171415 0.275008 -0.482686 1.1 -1.4 1.8 1.683
O -0.716046 -2.442705 3.178322 1.1 0.9 0.2 -0.715
C 0.041820 -1.356639 2.858327 -0.3 2.5 -1.4 0.939
O 0.389502 -0.701727 3.890661 0.7 -0.6 -0.6 -0.805
O 0.226001 -0.962127 1.677652 -0.1 -0.6 -0.5 -0.838
H -0.467552 -2.087613 4.078549 -1.4 -2.0 1.3 0.513
C -2.164571 -1.542260 -3.015718 -0.1 -0.4 1.4 0.790
O -1.665754 -1.338616 -1.901507 0.5 0.6 0.1 -0.715
N -2.927310 -0.640008 -3.661585 0.1 1.5 0.3 -0.821
N -2.167301 -2.729841 -3.632483 0.2 0.2 -0.1 -0.814
H -2.804475 0.285734 -3.281911 -0.3 0.1 -0.5 0.402
H -3.181097 -0.765534 -4.625956 0.0 0.3 0.1 0.392
H -2.510748 -2.625849 -4.569915 0.2 -1.4 -0.1 0.391
H -1.793626 -3.542551 -3.175212 0.1 0.0 -0.5 0.426
C -0.305879 2.535930 2.216708 -0.5 1.2 -0.7 0.794
O 0.055649 2.169659 1.085056 -0.1 -1.0 -0.8 -0.774
N -0.186589 1.909318 3.370624 0.6 -0.8 -1.2 -0.811
N -0.872833 3.745478 2.407903 -0.6 1.1 -0.7 -0.828
H 0.403288 1.087867 3.284024 -0.4 -0.6 1.6 0.454
H -0.521338 2.450757 4.140975 0.6 -0.9 0.8 0.394
H -1.133555 4.003619 3.340615 -0.1 0.5 -0.2 0.381
H -1.058451 4.374316 1.645206 0.0 -0.2 0.1 0.409
C -3.223577 0.436749 1.399213 0.8 -0.5 0.3 0.797
O -2.412338 0.199671 0.489585 0.4 0.3 -0.7 -0.757
N -4.115052 1.415213 1.399727 -1.3 2.2 -0.7 -0.813
N -3.295557 -0.329800 2.499323 1.0 -1.2 -0.3 -0.830
H -4.284912 2.009512 0.605422 0.5 -0.2 0.0 0.408
H -4.677195 1.639770 2.202580 0.0 -0.4 0.0 0.397
H -3.737231 -0.083685 3.366049 -0.1 -0.1 -0.2 0.404
H -2.750264 -1.172644 2.382801 0.1 0.0 0.8 0.431
C 1.830300 1.108770 -3.585559 -1.4 -1.1 -0.1 0.782
O 1.119560 0.236923 -3.092516 -0.5 0.2 0.9 -0.688
N 3.045693 0.836434 -4.091602 1.0 -0.2 0.0 -0.825
N 1.424156 2.361716 -3.831639 0.3 1.0 -0.1 -0.827
H 3.450910 -0.027309 -3.767003 0.1 0.1 -0.1 0.415
H 3.648274 1.631799 -4.226844 0.3 -0.3 0.0 0.383
H 0.516343 2.699429 -3.569099 0.1 -0.1 -0.1 0.409
H 2.016113 2.856325 -4.477086 -0.6 0.6 0.1 0.391
C 3.046467 0.669175 0.547424 0.0 -0.7 -2.2 0.789
O 2.279217 0.724549 -0.442002 -1.2 0.1 0.3 -0.744
N 2.727990 0.289564 1.759541 -1.3 -0.2 2.9 -0.840
N 4.373974 0.785815 0.367111 0.2 0.7 -0.1 -0.817
H 1.796259 -0.051697 1.980611 -0.3 0.0 -0.6 0.441
H 3.179559 0.674665 2.574183 0.4 -0.1 -0.3 0.395
H 4.709943 1.032282 -0.547403 0.3 0.1 0.3 0.411
H 4.932728 0.597084 1.180126 0.6 0.1 -0.5 0.401
C 1.344476 -4.192864 0.260052 0.9 -0.4 -0.1 -0.731
C 1.240153 -2.960462 -0.480224 -1.1 0.5 -0.1 0.377
N 1.090277 -1.967813 -1.034064 -0.3 0.6 0.2 -0.404
H 2.333981 -4.557967 -0.023809 0.1 -0.4 0.5 0.258
H 0.629590 -4.970326 -0.001867 -0.2 0.3 -0.2 0.263
H 1.292443 -3.993092 1.329321 0.1 0.0 0.0 0.276

---

[5]
43
Properties=species:S:1:pos:R:3:forces:R:3:nbo_charge:R:1 method="wB97M-V/def2-TZVPD" orbital_gap_ev=3.26 e_lumo_ha=-0.133 e_tot_ev=-41131.614 e_homo_ha=-0.2527
Sr -0.879747 -1.528294 -1.529534 0.4 -0.7 -1.3 1.737
Cl -3.288749 -1.761845 -6.194282 0.2 0.1 0.8 -0.860
F 2.389130 -3.512186 -3.906023 -0.7 0.5 0.7 -0.883
C 5.774452 -1.020295 3.103616 0.9 0.6 -0.3 -0.104
C 4.724061 0.000477 2.770440 -0.6 0.9 -0.4 -0.101
O 4.162723 -0.119514 1.464969 -0.7 -1.1 0.0 -0.729
O 6.901257 -0.770556 2.237841 -0.2 -1.0 0.2 -0.725
H 5.468799 -2.061050 2.996331 -0.2 0.1 -0.8 0.199
H 6.036114 -1.018272 4.161738 0.3 0.7 0.2 0.171
H 5.075912 1.022289 2.628251 1.1 0.2 1.4 0.169
H 3.963197 0.063461 3.548396 -0.4 -0.3 -0.3 0.179
H 4.915181 0.014312 0.884029 0.0 -0.2 -0.3 0.474
H 7.210743 0.134010 2.324890 -0.1 0.1 0.3 0.466
C 0.592670 5.911595 -4.397033 -1.0 -1.7 -2.2 -0.087
C 0.413139 5.111238 -3.179505 0.6 0.2 1.3 -0.095
O 0.576691 3.739443 -3.384468 -0.6 -1.4 -0.5 -0.728
O -0.525287 5.663926 -5.329613 0.5 1.9 0.7 -0.746
H 1.444572 5.477871 -4.920726 0.6 0.5 0.0 0.163
H 0.756250 6.962741 -4.159530 -0.5 0.0 -0.5 0.198
H -0.589972 5.284346 -2.789748 0.2 -0.1 0.4 0.189
H 1.228315 5.338325 -2.492455 -0.4 0.9 0.6 0.159
H 1.476824 3.602083 -3.688608 0.1 -0.2 -0.1 0.465
H -0.778242 4.742507 -5.422343 0.6 -0.3 0.4 0.483
C -0.439213 -6.076459 1.522621 -0.1 -1.0 -0.3 -0.087
C -1.699231 -6.713135 0.971913 -0.4 -0.1 -0.4 -0.082
O -2.131529 -5.946960 -0.141694 0.0 0.8 -0.2 -0.741
O -0.691334 -4.734484 1.834932 -0.2 1.1 0.3 -0.738
H 0.360657 -6.147377 0.785556 0.1 0.0 -0.1 0.179
H -0.139820 -6.614095 2.422303 0.1 -0.2 -0.1 0.174
H -2.466825 -6.765788 1.744000 -0.1 0.2 0.1 0.163
H -1.551063 -7.720167 0.581977 0.5 -0.3 0.5 0.180
H -3.064261 -6.081467 -0.324775 0.0 -0.2 0.1 0.478
H -0.297405 -4.541950 2.688944 0.0 0.0 0.0 0.476
C -4.225651 2.317535 1.947150 0.0 -1.0 1.0 -0.092
C -5.068998 2.044068 0.712696 1.8 1.4 -1.0 -0.099
O -4.904685 0.739900 0.153473 -0.5 0.0 0.8 -0.726
O -2.815126 1.992811 1.813010 -1.0 0.0 -0.3 -0.729
H -4.654424 1.725509 2.755696 0.1 -0.3 0.3 0.157
H -4.231966 3.337569 2.331330 -0.7 0.3 -0.7 0.180
H -4.652074 2.712549 -0.040567 -0.2 0.3 -0.3 0.171
H -6.104991 2.354269 0.849082 0.0 -0.3 0.3 0.191
H -5.796502 0.392227 0.080055 0.1 -0.4 -0.1 0.479
H -2.473593 2.448836 2.585665 0.6 -0.2 -0.1 0.469